Record 1
A 3-piece molecular cluster, C25H51N3O2P overall, computed with ωB97M-V/def2-TZVPD.

Values from the calculation:
- Multiplicity: 3
- Total charge: +1
- LUMO energy (alpha / beta): -4.3 / -4.3 eV
- Frontier orbital gap (alpha / beta): 6.050 / 6.605 eV
- HOMO energy (alpha / beta): -10.3 / -10.9 eV

```
82
Properties=species:S:1:pos:R:3:forces:R:3:lowdin_charge:R:1
C 0.883441 1.008010 5.748036 -0.4 -0.6 -0.2 -0.179
C 1.466321 1.114227 4.186134 -0.5 -0.5 1.4 -0.405
P 1.661752 2.930913 3.644200 0.5 -0.2 0.4 0.953
C -0.103417 3.605221 3.399589 -1.6 0.6 0.9 -0.300
C 2.496089 3.883646 5.071136 -2.2 1.3 0.8 -0.299
N 2.199868 5.234814 5.245286 2.5 -2.4 0.7 -0.002
C 3.118173 5.784785 6.355490 1.0 -0.4 1.3 -0.140
C 3.020024 4.499052 7.395186 -0.5 0.0 -2.3 -0.121
C 3.530168 3.362081 6.272895 -1.0 1.2 -0.6 -0.104
H 0.432142 2.041899 6.121714 0.8 -2.3 -0.8 0.074
H 0.035743 0.167805 5.724279 1.9 2.0 0.4 0.094
H 1.726701 0.668442 6.501882 -1.8 0.7 -1.6 0.072
H 2.504704 0.563529 4.135102 -2.2 1.1 -0.2 0.092
H 0.664182 0.618436 3.456739 2.1 1.2 1.3 0.099
H -0.214473 4.666467 3.922680 0.2 -2.2 -1.3 0.051
H -0.934390 2.924822 3.918411 2.0 1.3 -1.1 0.080
H -0.368595 3.684135 2.262202 0.8 -0.1 2.2 0.067
H 1.512309 5.828088 4.722343 1.1 -1.1 0.5 0.158
H 4.257827 5.773822 6.016682 -2.5 0.4 0.3 0.139
H 2.856300 6.850265 6.774721 0.1 -2.3 -1.0 0.146
H 3.587751 4.553503 8.417260 -1.2 -0.1 -2.2 0.138
H 1.852182 4.283979 7.397118 2.5 0.4 1.0 0.127
H 4.570657 3.592852 5.800922 -1.5 -0.5 1.3 0.128
H 3.423874 2.239422 6.638317 0.0 2.5 -1.3 0.125
C -0.447538 -2.534721 1.209914 0.2 0.8 -0.2 -0.045
C 0.941820 -2.582208 0.491399 -0.9 -1.8 0.6 -0.473
C 0.705877 -2.737855 -1.032503 0.2 0.3 -0.1 -0.141
C 2.000861 -2.711860 -1.835900 0.1 -0.1 0.0 -0.181
C 2.812533 -1.459602 -1.525576 -0.4 0.0 0.0 -0.131
C 3.039075 -1.201370 -0.010969 2.2 0.1 0.0 -0.474
N 1.803191 -1.395698 0.820317 -2.9 3.6 -2.4 -0.020
O 1.008707 -0.244037 0.671650 2.1 -2.8 1.0 -0.062
C 4.164674 -2.123433 0.528455 0.0 -0.3 0.0 -0.041
C 3.655886 0.232300 0.128349 -0.8 0.0 0.1 -0.050
C 1.578925 -3.885463 1.047758 0.3 -0.1 -0.1 -0.041
H -1.070043 -1.694400 0.884655 0.3 0.0 0.0 0.072
H -1.029525 -3.440027 0.996867 0.4 0.1 -0.1 0.087
H -0.325412 -2.470865 2.298243 0.1 0.0 -0.2 0.082
H 0.049826 -1.934606 -1.395861 0.1 0.0 0.2 0.106
H 0.175248 -3.675527 -1.240339 0.0 0.1 0.3 0.129
H 2.598290 -3.608203 -1.639981 -0.1 0.0 0.0 0.107
H 1.763967 -2.733821 -2.906320 0.1 0.0 0.1 0.114
H 3.778253 -1.528171 -2.043863 -0.1 0.1 0.3 0.129
H 2.289363 -0.602751 -1.970030 0.0 0.0 0.2 0.122
H 4.256992 -2.036593 1.618322 -0.1 0.0 -0.2 0.089
H 5.138118 -1.848605 0.103150 -0.3 0.1 0.0 0.088
H 4.030613 -3.173673 0.277815 -0.1 0.0 0.1 0.060
H 3.031241 1.004968 -0.335253 0.0 -0.3 0.2 0.074
H 4.630854 0.291619 -0.372344 -0.3 -0.4 0.1 0.087
H 3.811050 0.498913 1.180443 -0.1 -0.1 -0.1 0.074
H 0.845376 -4.701124 1.079387 0.0 0.4 -0.1 0.090
H 1.943655 -3.743391 2.070562 0.0 0.1 -0.2 0.092
H 2.397197 -4.269161 0.438998 0.0 0.1 0.1 0.059
C -5.515470 0.413748 -6.177572 0.3 -0.7 -0.2 -0.045
C -4.506265 0.048863 -5.038627 -0.9 1.8 0.0 -0.477
C -5.294351 -0.581138 -3.862109 0.2 -0.3 0.0 -0.139
C -4.388968 -1.049458 -2.728944 0.0 0.0 0.0 -0.190
C -3.311655 -1.996351 -3.244746 -0.3 0.0 -0.2 -0.136
C -2.517311 -1.459189 -4.466432 1.9 -0.2 0.8 -0.470
N -3.388399 -0.833458 -5.518039 -2.8 -4.1 -1.0 -0.024
O -3.965798 -1.877240 -6.264200 1.8 2.9 1.6 -0.023
C -1.456004 -0.425566 -4.004480 0.0 0.2 0.1 -0.040
C -1.647579 -2.643087 -5.011617 -0.7 0.1 -0.5 -0.042
C -3.954526 1.434431 -4.603086 0.2 0.0 0.2 -0.047
H -6.053429 -0.456284 -6.568840 0.3 0.0 0.1 0.076
H -6.285864 1.103867 -5.811640 0.4 -0.1 0.2 0.084
H -5.003566 0.905855 -7.013775 0.0 -0.2 0.2 0.089
H -5.883254 -1.437482 -4.219193 0.2 0.1 -0.1 0.126
H -6.021526 0.137956 -3.464477 0.2 0.1 -0.3 0.124
H -3.930124 -0.195845 -2.219492 0.0 0.0 -0.1 0.101
H -4.992299 -1.565130 -1.972324 0.1 0.1 -0.1 0.114
H -2.623215 -2.228872 -2.421387 0.1 0.0 -0.3 0.114
H -3.798139 -2.943974 -3.510802 0.1 0.1 -0.2 0.124
H -0.966809 0.048414 -4.864657 -0.2 -0.1 0.1 0.095
H -0.666367 -0.907236 -3.414162 -0.2 -0.1 -0.2 0.062
H -1.854742 0.356860 -3.362127 -0.1 0.0 -0.1 0.058
H -2.248895 -3.524764 -5.262991 0.0 0.4 -0.1 0.078
H -0.921690 -2.977210 -4.259141 -0.2 0.4 0.1 0.072
H -1.082345 -2.345081 -5.902551 -0.2 0.0 0.1 0.090
H -4.760654 2.175721 -4.532074 0.0 -0.3 -0.1 0.086
H -3.229650 1.818599 -5.328560 -0.1 -0.1 0.1 0.093
H -3.489512 1.432205 -3.617622 0.1 -0.1 -0.1 0.053
```
Forces are in eV/Å.

=====

Record 2
C26H33N2NiOPS3Sb as an isolated structure, computed with ωB97M-V/def2-TZVPD.

Values from the calculation:
- Multiplicity: 3
- Total charge: -1
- LUMO energy (alpha / beta): 2.6 / 2.6 eV
- Frontier orbital gap (alpha / beta): 5.581 / 5.631 eV
- HOMO energy (alpha / beta): -3.0 / -3.0 eV

```
68
Properties=species:S:1:pos:R:3:forces:R:3:lowdin_charge:R:1
Ni 0.225511 -0.139275 -0.280255 -1.0 -0.2 1.5 -0.162
C -1.657393 -4.238609 1.142655 -0.1 0.1 -0.1 -0.159
C -1.399614 -2.893911 0.508046 -0.4 0.1 -0.6 -0.821
S -0.033802 -2.055496 1.160592 0.8 0.4 0.2 0.528
C -2.155718 -2.383918 -0.491649 0.2 -0.4 0.4 -0.783
C -3.304892 -3.121842 -1.119251 0.1 0.0 0.3 -0.142
S -1.888406 -0.806335 -1.176510 0.4 0.4 -0.7 0.606
H -0.839121 -4.479728 1.818297 0.0 0.0 0.0 0.036
H -1.731352 -5.028672 0.395622 -0.1 -0.1 0.0 0.065
H -2.584898 -4.214070 1.718049 -0.1 -0.1 0.1 0.062
H -3.579247 -3.999364 -0.539286 -0.1 -0.1 0.0 0.058
H -3.049966 -3.430992 -2.133527 0.0 -0.1 -0.1 0.061
H -4.164100 -2.455992 -1.182169 -0.2 0.0 0.0 0.050
S 1.565783 4.074887 -1.683107 0.7 1.2 -0.2 0.467
C 0.862462 2.675242 -1.369254 -0.7 -1.2 -0.1 -1.000
N 0.315028 1.655031 -1.195497 0.6 0.1 0.0 -0.007
C 3.235279 -2.306046 -2.425916 -0.4 0.3 0.2 -0.321
Sb 1.289056 -1.338305 -2.192706 0.3 -0.9 -1.7 1.346
C 1.435477 -0.139022 -3.990777 0.1 -0.1 0.4 -0.308
C 0.196458 -2.900298 -3.238077 0.2 0.3 0.4 -0.303
H 3.343436 -2.685651 -3.432956 0.0 -0.1 -0.3 -0.013
H 3.325568 -3.125409 -1.721358 0.0 -0.1 0.1 -0.011
H 4.024104 -1.587863 -2.234361 0.2 0.1 0.1 -0.016
H 1.867382 -0.733775 -4.790466 0.0 -0.1 -0.1 -0.007
H 2.054214 0.732581 -3.807004 0.1 0.2 0.0 -0.009
H 0.440485 0.193575 -4.270753 -0.1 0.0 0.0 0.001
H 0.775738 -3.239786 -4.091817 0.2 0.0 -0.1 -0.006
H -0.749885 -2.485702 -3.574880 0.0 0.1 0.1 -0.013
H -0.001514 -3.735845 -2.573529 0.0 -0.1 0.1 -0.001
O -0.887499 0.988768 1.391981 1.1 -0.3 0.2 -0.383
P -2.203878 1.643051 1.298075 -1.3 0.5 -0.5 0.790
C -2.298450 2.956665 0.044376 -0.2 -0.5 0.5 -0.269
C -2.368960 2.600980 -1.297471 -0.1 0.0 0.0 -0.129
C -2.317530 3.582378 -2.269663 -0.1 0.0 -0.1 -0.077
C -2.195972 4.914124 -1.904498 0.1 0.0 0.0 -0.096
C -2.120923 5.266342 -0.566909 -0.1 0.2 0.0 -0.094
C -2.170698 4.287579 0.409080 0.0 0.0 0.1 -0.077
C -3.623354 0.526477 1.060632 0.2 0.3 0.2 -0.312
C -3.604379 -0.629511 1.833394 0.2 0.1 0.1 -0.088
C -4.688980 -1.482886 1.835437 -0.1 -0.1 0.0 -0.080
C -5.798713 -1.194314 1.055931 0.0 0.0 0.0 -0.099
C -5.819051 -0.041397 0.285576 -0.2 0.1 -0.1 -0.092
C -4.743150 0.829140 0.296573 0.1 0.1 0.0 -0.096
C -2.614979 2.403096 2.905392 0.2 -0.1 -0.3 -0.267
C -3.868926 2.925609 3.190424 0.1 0.0 -0.1 -0.075
C -4.129056 3.433123 4.449776 -0.2 0.1 0.0 -0.088
C -3.142642 3.420836 5.424972 0.0 0.0 0.1 -0.097
C -1.890548 2.901699 5.140016 0.0 0.1 0.2 -0.085
C -1.630558 2.390533 3.882115 0.1 0.0 -0.2 -0.067
H -2.439770 1.555466 -1.558989 0.0 0.0 -0.1 0.023
H -2.357888 3.307083 -3.315006 0.0 0.0 0.0 0.108
H -2.129306 5.676573 -2.669155 0.0 0.0 0.0 0.100
H -2.014598 6.304298 -0.281299 0.0 0.0 0.0 0.099
H -2.095667 4.551136 1.456170 0.0 0.1 0.0 0.102
H -2.716226 -0.844414 2.410844 0.1 -0.2 0.1 0.106
H -4.672070 -2.375572 2.443737 0.0 -0.1 0.0 0.102
H -6.647148 -1.866348 1.043677 0.0 0.0 0.0 0.096
H -6.682383 0.183782 -0.327850 0.0 0.0 0.0 0.097
H -4.760454 1.727107 -0.306229 0.0 0.0 0.0 0.102
H -4.628413 2.929735 2.421098 -0.1 0.0 0.0 0.110
H -5.105832 3.835438 4.679183 -0.1 0.0 0.0 0.098
H -3.353272 3.819133 6.408124 0.0 0.0 0.1 0.096
H -1.123981 2.892255 5.902717 0.1 0.0 0.0 0.099
H -0.666444 1.973964 3.627486 0.1 -0.1 0.0 0.102
N 2.042839 0.288873 0.904037 -0.1 0.1 -0.1 0.023
H 1.741150 0.258668 1.873104 -0.1 0.0 -0.1 0.034
H 2.355023 1.227515 0.675351 0.0 -0.1 0.1 0.045
H 2.804189 -0.371378 0.778706 -0.1 0.1 0.0 0.041
```
Forces are in eV/Å.

=====

Record 3
A 8-piece molecular cluster, C15H29Br6Cl11 overall, computed with ωB97M-V/def2-TZVPD.

Values from the calculation:
- SMILES: ClC(Cl)Cl.BrCCBr.BrCCBr.BrCCBr.ClCCCl.ClCCCl.ClCCCl.ClCCCl
- Total charge: 0
- LUMO energy: 0.2 eV
- Frontier orbital gap: 10.331 eV
- HOMO energy: -10.1 eV

```
61
Properties=species:S:1:pos:R:3:forces:R:3:lowdin_charge:R:1
Br 0.466456 3.393545 -1.105973 -0.1 0.1 0.1 0.655
C 1.346860 5.036675 -1.691779 0.4 -0.8 0.4 -0.638
C 2.505978 5.355457 -0.782058 0.1 -2.8 0.4 -0.717
Br 1.888160 5.743066 0.984156 -0.2 0.6 0.7 0.642
H 0.629965 5.836332 -1.697621 -0.4 0.2 -0.3 0.056
H 1.713937 4.707893 -2.652084 0.0 0.5 -0.4 0.046
H 3.099403 6.151258 -1.160224 0.5 0.7 -0.2 0.052
H 3.090670 4.395690 -0.604928 -0.3 1.5 -0.6 0.060
Br 0.515557 -4.415954 -1.213071 0.6 -0.4 -0.3 0.649
C 2.010451 -5.443338 -2.041677 -1.4 -1.1 0.5 -0.629
C 3.199947 -5.331053 -1.191980 0.1 0.9 1.8 -0.805
Br 4.778305 -6.162159 -1.811895 0.7 -0.6 -0.8 0.674
H 2.166031 -5.020494 -2.993171 0.0 0.4 -1.2 0.040
H 1.657082 -6.485228 -2.077912 0.0 0.5 -0.3 0.070
H 3.030116 -5.778968 -0.220865 -0.2 0.1 0.2 0.054
H 3.442944 -4.287537 -1.043672 0.1 0.2 0.1 -0.009
Br -1.537763 1.604378 3.663794 -0.8 -0.5 1.0 0.690
C -0.813602 2.803264 2.398700 0.9 0.2 -1.3 -0.745
C -1.868675 3.682623 1.689280 -0.4 -0.5 1.1 -0.688
Br -3.044555 2.722923 0.480064 0.0 -0.3 -0.1 0.603
H -0.274511 2.069498 1.731235 -0.6 1.4 0.3 -0.019
H -0.061499 3.439612 2.917631 -0.6 -0.4 -0.4 0.066
H -1.394079 4.405557 1.059042 0.4 0.4 -0.2 -0.002
H -2.578922 4.174821 2.396722 0.9 -0.4 -0.4 0.064
C -2.276047 -1.428912 5.877705 1.1 0.2 -0.9 -1.631
Cl -1.399003 -0.695714 7.226032 0.2 -0.4 0.2 0.527
Cl -3.828382 -0.698825 5.768331 -1.3 0.3 0.0 0.552
Cl -2.353202 -3.193811 5.879425 0.1 0.3 0.3 0.529
H -1.748468 -1.117079 4.967641 0.0 -0.4 0.3 -0.059
Cl -2.826118 -2.014323 2.424322 0.4 -0.2 0.5 0.571
C -4.584262 -1.803192 2.221122 0.3 -0.9 -0.4 -0.616
C -4.773561 -1.084014 0.915412 -0.7 0.6 0.4 -0.689
Cl -4.154238 -1.940645 -0.507420 0.0 -0.1 -0.1 0.543
H -4.929980 -1.167164 3.020789 -0.1 0.1 0.3 0.047
H -5.026053 -2.810307 2.296253 0.1 0.5 -0.2 0.085
H -4.189456 -0.160321 1.049247 -0.5 -0.1 -0.6 0.031
H -5.855298 -0.894242 0.756483 0.7 0.1 0.0 0.087
Cl -0.049364 -1.265654 -4.116365 0.2 0.5 0.4 0.527
C -1.042134 0.194103 -4.428688 -1.8 -0.7 -1.3 -0.680
C -1.599538 0.911159 -3.185814 -0.3 -2.1 0.1 -0.694
Cl -2.331745 2.426004 -3.733738 -0.2 0.0 0.1 0.555
H -1.799740 -0.218891 -5.193295 0.6 0.9 1.7 0.093
H -0.553867 0.951252 -4.994406 1.3 0.2 -0.4 0.036
H -0.774398 1.143620 -2.494999 -0.5 -0.1 -0.3 -0.033
H -2.362625 0.222244 -2.700788 0.9 1.2 -0.3 0.088
Cl -0.107453 0.215993 -0.069607 0.2 0.0 0.0 0.578
C 0.306063 -1.404555 0.582621 0.2 -0.6 -0.5 -0.652
C 0.705479 -1.263043 2.029278 0.0 0.5 0.6 -0.653
Cl 0.607155 -2.811820 2.960385 -0.1 0.4 -0.5 0.531
H 1.075423 -1.858898 -0.113526 -1.0 0.5 1.1 0.010
H -0.638516 -1.936409 0.575850 0.0 -0.3 -0.4 0.013
H 0.084891 -0.503921 2.535038 -0.1 -0.6 -0.2 0.008
H 1.713354 -0.922066 2.143880 0.7 0.1 -0.1 0.057
Cl 3.865408 -1.524922 -0.932069 -0.2 0.4 -0.3 0.568
C 3.454227 -0.286467 -2.198796 -1.0 -2.0 -1.2 -0.663
C 4.217808 0.939778 -1.943936 1.1 1.4 1.1 -0.695
Cl 4.069466 1.973348 -3.386714 0.0 0.3 -0.2 0.555
H 2.344435 -0.153027 -2.217369 0.9 0.1 0.3 0.058
H 3.708443 -0.715755 -3.200729 0.0 0.2 1.0 0.082
H 5.322347 0.806167 -1.740560 -1.4 -0.1 -0.3 0.094
H 3.760712 1.492467 -1.102731 0.4 -0.2 -0.3 0.070
```
Forces are in eV/Å.

=====

| no. | strongest force on any atom (eV Å⁻¹) |
| --- | --- |
| 1 | 5.2 |
| 2 | 2.0 |
| 3 | 2.8 |